16
Properties=species:S:1:pos:R:3 method="wB97M-V/def2-TZVPD" multiplicity=1 fmax_ha_per_bohr=0.2587 relative_energy_kj_mol=34.1 total_energy_ha=-764.4685 total_charge=0 smiles=NC[C@H](Cl)CON
N 2.75 -0.81 -0.43
C 1.55 -1.10 0.34
C 0.31 -0.25 -0.06
Cl 0.64 1.54 0.02
C -0.95 -0.61 0.74
O -2.11 0.19 0.32
N -2.67 -0.51 -0.75
H 3.07 0.28 -0.44
H 2.56 -0.85 -1.29
H 1.67 -0.76 1.14
H 1.21 -2.12 0.14
H 0.10 -0.42 -1.12
H -1.09 -1.71 0.70
H -0.83 -0.40 1.85
H -3.00 -0.04 -1.42
H -3.61 -0.69 -0.36